[1]
Below is the molecule C4H10N2O at a distorted geometry, with properties calculated with wB97M-V/def2-TZVPD.

Cartesian coordinates (Å):
N1 0.527 2.018 0.302
C1 -0.316 1.494 -0.881
C2 -0.806 0.153 -0.548
C3 0.403 -0.828 -0.502
N2 0.092 -1.968 0.266
C4 0.345 -1.785 1.628
O1 0.765 -2.750 2.336
H1 -0.083 2.111 1.098
H2 0.590 2.931 -0.004
H3 0.310 1.738 -1.790
H4 -1.265 2.283 -0.895
H5 -1.502 -0.290 -1.415
H6 -1.427 0.215 0.378
H7 0.451 -1.370 -1.453
H8 1.310 -0.359 -0.248
H9 0.295 -2.909 -0.192
H10 0.310 -0.684 1.920

Summary:
F_max = 0.0959 Eh/bohr
ΔE to the lowest compared entry with this formula, charge and spin = 268.3 kJ/mol
SMILES string = NCCCNC=O
LUMO energy = 0.86 eV
Total energy = -9336.2063 eV
2S+1 = 1

[2]
Below is a 2-piece molecular cluster, C5H12N4 overall at a distorted geometry, with properties calculated with wB97M-V/def2-TZVPD.

Cartesian coordinates (Å):
H1 -1.760 -0.220 -1.995
N1 -2.149 -0.734 -1.205
C1 -1.700 -0.258 -0.097
N2 -0.967 0.933 0.105
C2 -0.173 1.539 -0.950
C3 -0.847 1.499 1.439
H2 -2.095 -0.659 0.852
H3 0.765 0.987 -1.068
H4 0.065 2.585 -0.732
H5 -0.690 1.524 -1.914
H6 -0.119 0.921 2.018
H7 -1.809 1.467 1.963
H8 -0.519 2.544 1.426
H9 3.309 -0.193 0.662
N3 2.640 -0.718 0.090
C4 1.690 -1.151 0.845
N4 0.710 -2.000 0.377
C5 0.691 -2.295 -0.874
H10 1.698 -0.973 1.933
H11 -0.106 -2.952 -1.254
H12 1.366 -1.846 -1.621

Summary:
F_max = 0.0505 Eh/bohr
ΔE to the lowest compared entry with this formula, charge and spin = 227.8 kJ/mol
SMILES string = [H]/N=C\N(C)C.[H]/N=C/N=C
LUMO energy = 0.01 eV
Total energy = -11337.8603 eV
2S+1 = 1

[3]
Below is the molecule C8H11N at a distorted geometry, with properties calculated with wB97M-V/def2-TZVPD.

Cartesian coordinates (Å):
H1 1.155 -2.331 -0.264
N1 0.159 -2.374 -0.095
C1 -0.293 -1.181 0.095
C2 -1.715 -1.080 0.075
C3 -2.408 0.102 0.049
C4 -1.729 1.421 0.068
C5 -0.375 1.419 0.036
C6 0.497 0.157 0.080
C7 1.414 0.224 1.351
C8 1.375 0.034 -1.198
H2 -2.080 -2.096 -0.128
H3 -3.493 0.284 -0.162
H4 -2.272 2.254 -0.064
H5 0.272 2.233 -0.162
H6 2.137 -0.544 1.149
H7 0.708 -0.034 2.138
H8 1.803 1.286 1.654
H9 2.256 -0.440 -1.054
H10 1.681 1.109 -1.614
H11 0.908 -0.445 -1.955

Summary:
F_max = 0.1149 Eh/bohr
ΔE to the lowest compared entry with this formula, charge and spin = 103.4 kJ/mol
SMILES string = [H]/N=C1/C=CC=CC1(C)C
LUMO energy = 0.12 eV
Total energy = -9962.0521 eV
2S+1 = 1

[4]
Below is an isolated ion of composition C6H7ClN5O and charge +1 at a distorted geometry, with properties calculated with wB97M-V/def2-TZVPD.

Cartesian coordinates (Å):
H1 -2.920 -2.525 0.535
N1 -2.191 -2.409 1.125
C1 -1.408 -1.484 1.136
N2 -0.174 -1.500 1.662
C2 0.839 -0.876 1.603
N3 1.852 -0.208 1.497
C3 2.183 0.926 0.907
Cl1 3.790 1.505 1.170
C4 1.291 1.835 0.339
C5 -0.055 1.565 0.266
N4 -0.461 0.378 -0.241
O1 0.414 -0.364 -0.954
C6 0.076 -0.417 -2.351
N5 -1.581 -0.334 0.084
H2 1.686 2.824 0.252
H3 -0.887 2.205 0.541
H4 0.372 0.504 -2.783
H5 -0.989 -0.592 -2.352
H6 0.518 -1.353 -2.818
H7 -2.356 0.321 0.381

Summary:
F_max = 0.0781 Eh/bohr
ΔE to the lowest compared entry with this formula, charge and spin = 95.8 kJ/mol
SMILES string = [H]/N=c1/[n+]#cnc(Cl)ccn(OC)[nH]1
LUMO energy (alpha / beta) = -5.63 / -5.63 eV
Charge = +1
Total energy = -28343.0233 eV
2S+1 = 1

[5]
Below is a 6-piece molecular cluster, C23H37BN2O18 overall at a distorted geometry, with properties calculated with wB97M-V/def2-TZVPD.

Cartesian coordinates (Å):
O1 -5.921 1.247 1.502
B1 -5.452 -0.110 1.520
O2 -4.873 -0.633 0.343
O3 -5.600 -0.817 2.748
C1 -4.391 -1.446 3.150
C2 -4.374 -2.910 2.999
C3 -3.173 -3.698 3.426
C4 -2.035 -2.984 3.987
C5 -1.985 -1.485 4.163
N1 -0.814 -0.957 4.704
C6 -0.944 0.391 4.833
C7 -2.139 1.207 4.461
N2 -3.253 0.678 3.895
C8 -3.174 -0.711 3.744
H1 -5.136 1.747 1.817
H2 -3.997 -0.201 0.260
H3 -5.245 -3.462 2.566
H4 -3.104 -4.812 3.360
H5 -1.150 -3.585 4.328
H6 -0.063 0.943 5.265
H7 -2.102 2.314 4.648
C9 -1.474 -2.053 0.204
O4 -0.772 -0.955 -0.381
C10 -0.199 -1.233 -1.559
O5 -0.237 -2.296 -2.128
O6 0.417 -0.125 -1.989
C11 1.079 -0.266 -3.248
H8 -1.895 -1.713 1.150
H9 -2.292 -2.376 -0.442
H10 -0.794 -2.882 0.407
H11 0.364 -0.515 -4.033
H12 1.864 -1.019 -3.187
H13 1.538 0.692 -3.491
C12 1.302 3.946 -1.692
O7 1.999 5.047 -2.271
C13 2.571 4.773 -3.450
O8 2.538 3.713 -4.023
O9 3.187 5.880 -3.880
C14 3.847 5.732 -5.137
H14 0.880 4.279 -0.745
H15 0.485 3.624 -2.340
H16 1.985 3.119 -1.494
H17 3.130 5.481 -5.921
H18 4.630 4.976 -5.075
H19 4.307 6.688 -5.383
C15 -5.915 2.945 4.502
O10 -5.989 3.864 3.412
C16 -5.984 5.154 3.768
O11 -5.925 5.578 4.893
O12 -6.055 5.892 2.652
C17 -6.059 7.300 2.881
H20 -5.927 1.937 4.089
H21 -4.983 3.080 5.052
H22 -6.772 3.064 5.167
H23 -5.136 7.613 3.372
H24 -6.928 7.591 3.473
H25 -6.119 7.791 1.911
C18 2.316 -3.760 -3.290
O13 3.661 -3.971 -3.728
C19 3.794 -4.923 -4.662
O14 2.905 -5.580 -5.136
O15 5.094 -5.013 -4.976
C20 5.391 -5.996 -5.968
H26 2.332 -2.973 -2.540
H27 1.687 -3.434 -4.119
H28 1.912 -4.664 -2.834
H29 4.886 -5.760 -6.906
H30 5.110 -6.991 -5.619
H31 6.466 -5.979 -6.138
C21 5.653 -0.773 2.118
O16 5.454 -0.908 0.712
C22 5.558 -2.166 0.261
O17 5.796 -3.139 0.930
O18 5.351 -2.151 -1.060
C23 5.432 -3.436 -1.684
H32 5.545 0.282 2.367
H33 4.900 -1.338 2.670
H34 6.657 -1.094 2.398
H35 4.670 -4.107 -1.284
H36 6.429 -3.863 -1.556
H37 5.251 -3.302 -2.741

Summary:
F_max = 0.0794 Eh/bohr
ΔE to the lowest compared entry with this formula, charge and spin = 0.0 kJ/mol
SMILES string = OB(O)Oc1cccc2nccnc12.COC(=O)OC.COC(=O)OC.COC(=O)OC.COC(=O)OC.COC(=O)OC
LUMO energy = -1.06 eV
Total energy = -64963.7454 eV
2S+1 = 1

[6]
Below is the molecule C9H17ClOSi at a distorted geometry, with properties calculated with wB97M-V/def2-TZVPD.

Cartesian coordinates (Å):
C1 -1.381 -0.779 -1.945
C2 -0.191 -0.392 -0.972
C3 0.002 -1.755 -0.221
C4 0.650 -1.661 1.182
C5 2.050 -1.015 1.095
C6 1.814 0.444 0.854
C7 2.642 1.069 -0.017
Cl1 4.111 0.372 -0.656
O1 0.607 0.955 1.302
Si1 -0.748 0.980 0.246
C8 -0.832 2.574 -0.858
C9 -2.236 0.622 1.485
H1 -1.422 -1.695 -2.432
H2 -2.436 -0.660 -1.505
H3 -1.283 -0.001 -2.716
H4 0.655 -0.198 -1.474
H5 0.437 -2.327 -0.989
H6 -0.927 -2.229 -0.119
H7 0.561 -2.699 1.660
H8 0.176 -1.080 1.918
H9 2.683 -1.253 0.252
H10 2.536 -1.461 1.990
H11 2.356 2.010 -0.210
H12 -0.494 3.435 -0.161
H13 -0.138 2.358 -1.637
H14 -1.893 2.680 -1.033
H15 -2.278 -0.535 1.472
H16 -1.882 1.188 2.424
H17 -3.137 1.054 1.066

Summary:
F_max = 0.1334 Eh/bohr
ΔE to the lowest compared entry with this formula, charge and spin = 239.3 kJ/mol
SMILES string = C[C@@H]1CCC/C(=C\Cl)O[Si]1(C)C
LUMO energy = 0.76 eV
Total energy = -32055.2527 eV
2S+1 = 1

[7]
Below is the molecule C5H14N2O at a distorted geometry, with properties calculated with wB97M-V/def2-TZVPD.

Cartesian coordinates (Å):
C1 1.296 2.041 2.055
C2 0.145 1.342 1.318
N1 0.613 0.372 0.351
C3 -0.317 -0.387 -0.470
C4 0.169 -1.878 -0.558
N2 -0.629 -2.865 0.157
C5 -0.426 0.245 -1.864
O1 -1.795 0.222 -2.350
H1 1.168 1.991 3.131
H2 1.290 3.108 1.821
H3 2.295 1.707 1.784
H4 -0.473 0.829 2.061
H5 -0.433 2.122 0.813
H6 1.512 0.567 -0.059
H7 -1.303 -0.319 -0.012
H8 1.193 -1.864 -0.194
H9 0.159 -2.138 -1.614
H10 -0.964 -2.495 1.047
H11 -1.489 -3.027 -0.362
H12 0.199 -0.216 -2.625
H13 -0.208 1.311 -1.786
H14 -2.004 -0.669 -2.645

Summary:
F_max = 0.0331 Eh/bohr
ΔE to the lowest compared entry with this formula, charge and spin = 226.8 kJ/mol
SMILES string = CCN[C@H](CN)CO
LUMO energy = 0.89 eV
Total energy = -10438.6772 eV
2S+1 = 1

[8]
Below is C5H6O2 as an isolated structure, with properties calculated with wB97M-V/def2-TZVPD.

Cartesian coordinates (Å):
O1 0.725 -1.711 0.268
C1 1.208 -0.355 0.496
C2 0.244 0.293 -0.506
C3 -0.503 -1.072 -0.629
O2 -1.433 -1.373 0.232
C4 -0.555 1.417 -0.041
C5 -1.194 2.363 0.340
H1 -0.354 -1.782 0.823
H2 1.065 -0.055 1.536
H3 2.262 -0.294 0.226
H4 0.752 0.543 -1.443
H5 -0.527 -1.534 -1.626
H6 -1.780 3.187 0.682

Summary:
F_max = 0.0099 Eh/bohr
ΔE to the lowest compared entry with this formula, charge and spin = 448.1 kJ/mol
LUMO energy = 0.87 eV
Total energy = -9372.4517 eV
2S+1 = 1